This record from the OMol25 dataset describes a cluster of 2 separate species, C9H16F2NO6P in total in a non-equilibrium geometry. The level of theory is wB97M-V/def2-TZVPD.

Structure (XYZ):
```
35
Properties=species:S:1:pos:R:3:mulliken_charge:R:1
C -1.22780 0.62181 -1.33846 -1.730
C -0.30730 1.57481 -0.59513 1.085
C 0.72068 0.82149 0.24519 -1.064
C 1.83198 1.70200 0.86000 -0.966
C 2.16949 1.34707 2.31110 -0.535
N 1.80329 2.43018 3.25439 -0.659
O 0.27480 2.60584 -1.43204 -0.412
C 1.28643 2.24300 -2.21006 0.671
O 2.25333 2.91870 -2.40498 -0.505
F 1.14868 1.06670 -2.81609 -0.188
P -1.45103 2.49110 0.54770 0.484
O -2.58477 3.07784 -0.19387 -0.706
H -1.81803 0.11741 -0.57781 0.486
H -1.85255 1.16284 -2.03299 0.410
H -0.63944 -0.13849 -1.83569 0.422
H 0.18582 0.33971 1.06091 0.702
H 1.13781 0.00589 -0.34023 0.311
H 2.72687 1.55149 0.26859 0.343
H 1.55412 2.74826 0.77894 0.674
H 1.71017 0.40809 2.61550 0.357
H 3.24333 1.19894 2.37542 0.313
H 1.36064 2.00202 4.05371 0.256
H 1.11971 3.02813 2.81455 0.240
H -1.94413 1.47401 1.39259 0.028
H -0.70932 3.44600 1.27473 0.022
O -1.54879 -1.75057 0.57551 -0.471
C -1.36972 -2.75673 -0.02051 0.613
O -0.45342 -2.91051 -1.00580 -0.254
C -0.43800 -4.29360 -1.38071 -0.421
C -1.80697 -4.75169 -0.93416 0.273
F -1.80141 -6.04259 -0.52795 -0.286
O -2.05897 -3.91179 0.18098 -0.333
H 0.35578 -4.80922 -0.83930 0.287
H -0.27533 -4.40498 -2.44903 0.262
H -2.59593 -4.61316 -1.67498 0.293
```

Largest force on an atom (eV Å⁻¹): 2.3
2S+1: 1
HOMO level (eV): -9.592
SMILES string: C[C@@](CCCN)(OC(=O)F)[PH2]=O.O=C1OC[C@@H](F)O1
LUMO (eV): 0.32

---

This record from the OMol25 dataset describes a cluster of 5 separate species, C23H43N4O13 in total in a non-equilibrium geometry. The level of theory is wB97M-V/def2-TZVPD.

Structure (XYZ):
```
83
Properties=species:S:1:pos:R:3:mulliken_charge:R:1
C 4.65404 2.79032 4.04186 -0.466
O 5.12210 3.16599 2.73853 -0.393
C 4.60098 2.33223 1.71266 -0.311
C 5.22358 0.89063 1.66679 -0.341
C 5.00909 0.14360 0.28422 -0.532
C 5.30109 -1.40109 0.53280 -0.986
N 4.08283 -2.26409 0.53032 -0.116
C 3.62217 -2.61775 1.77213 0.367
N 4.39572 -2.99009 2.78976 -0.329
N 2.20745 -2.65362 2.00416 -0.153
C 1.68841 -1.28949 2.14428 0.347
C 0.62100 -0.87457 1.20868 -0.229
C 0.13846 0.50968 1.32813 -0.543
C 0.75176 1.33456 2.36841 -0.746
N 1.70406 0.96647 3.26785 -0.300
C 2.13416 -0.31078 3.12506 -0.539
H 4.28768 1.73272 4.10818 0.090
H 3.90328 3.52677 4.44848 0.240
H 5.54169 2.86661 4.73766 0.256
H 3.46981 2.28750 1.69938 0.089
H 4.88194 2.82863 0.73678 0.345
H 6.33948 1.02229 1.78262 0.249
H 4.87416 0.19701 2.47489 0.180
H 5.74988 0.52309 -0.47359 0.402
H 3.99090 0.29744 -0.16271 0.394
H 5.94299 -1.75056 -0.32238 0.342
H 5.92520 -1.47685 1.45433 0.431
H 3.33783 -1.80672 -0.00306 0.289
H 4.15763 -2.82362 3.76281 0.238
H 5.27783 -3.46946 2.58600 0.293
H 2.00062 -3.21135 2.83706 0.396
H 0.21097 -1.56175 0.42494 0.581
H -0.64716 0.94840 0.67390 0.632
H 0.39028 2.39475 2.43380 0.457
H 2.93108 -0.65137 3.84288 0.357
C -2.08037 0.08240 3.81617 -0.546
O -3.08017 1.08423 3.67213 -0.287
C -4.33902 0.63171 3.73604 0.802
O -4.67586 -0.51071 3.90209 -0.545
O -5.14982 1.68088 3.57259 -0.320
C -6.54278 1.36301 3.61115 -0.776
H -1.11408 0.57227 3.74554 0.064
H -2.15214 -0.40204 4.79118 0.383
H -2.15672 -0.65259 3.01296 0.300
H -6.81549 0.94536 4.58044 0.336
H -6.80281 0.67266 2.80752 0.339
H -7.09552 2.28953 3.46500 0.253
C 0.06340 -4.28005 -1.63785 -0.690
O -0.99236 -4.44061 -2.57678 -0.313
C -1.95173 -3.51023 -2.47399 0.824
O -1.97277 -2.60117 -1.68242 -0.548
O -2.88091 -3.76599 -3.40080 -0.350
C -3.97412 -2.84433 -3.40630 -0.695
H 0.78377 -5.07928 -1.80484 0.318
H 0.56659 -3.32234 -1.78744 0.253
H -0.31450 -4.36204 -0.61723 0.332
H -3.62494 -1.83434 -3.62474 0.310
H -4.50481 -2.87113 -2.45424 0.338
H -4.65922 -3.15219 -4.19387 0.233
C -4.86223 2.49849 0.80723 -0.552
O -4.61188 3.79219 0.25684 -0.346
C -3.32583 4.02938 -0.01389 0.784
O -2.40883 3.26292 0.16627 -0.544
O -3.22938 5.26267 -0.51899 -0.333
C -1.90062 5.65726 -0.85819 -0.607
H -5.93257 2.41400 0.98671 0.202
H -4.56719 1.71840 0.10247 0.316
H -4.34304 2.37898 1.75122 0.305
H -1.48868 5.00213 -1.62683 0.278
H -1.26248 5.66165 0.02641 0.283
H -1.94946 6.66948 -1.25518 0.220
C -0.70476 -3.13481 -5.76603 -0.473
O -0.15071 -1.83097 -5.95093 -0.307
C -0.70589 -1.13613 -6.95268 0.780
O -1.59396 -1.51722 -7.66889 -0.529
O -0.10001 0.05542 -7.01639 -0.318
C -0.59510 0.90925 -8.04882 -0.626
H -0.18380 -3.60463 -4.93366 0.088
H -1.76323 -3.07044 -5.51767 0.227
H -0.55298 -3.74701 -6.65574 0.339
H -1.65052 1.13312 -7.89021 0.291
H -0.44105 0.45727 -9.02909 0.294
H -0.03245 1.84007 -8.00385 0.220
```

Largest force on an atom (eV Å⁻¹): 4.0
Total charge: +1
2S+1: 1
HOMO level (eV): -12.117
LUMO (eV): -3.69

---

This record from the OMol25 dataset describes a cluster of 20 separate species, C69H134N20O23 in total in a non-equilibrium geometry. The level of theory is wB97M-V/def2-TZVPD.

Structure (XYZ):
```
246
Properties=species:S:1:pos:R:3:mulliken_charge:R:1
C 1.96529 0.22861 -5.69661 -0.209
O 1.56221 0.20156 -4.51431 -0.011
N 3.23439 0.44286 -6.03096 0.612
C 3.81694 0.55538 -7.36589 -1.075
C 4.28137 0.43970 -4.97322 -1.182
H 1.26949 0.10967 -6.54154 0.139
H 2.98916 0.59731 -8.07380 0.355
H 4.45162 -0.28778 -7.63861 0.305
H 4.42193 1.44154 -7.55772 0.321
H 4.78350 -0.52480 -5.04876 0.561
H 4.90112 1.32734 -5.10010 0.610
H 3.83283 0.37177 -3.98211 -0.256
C -0.18520 3.06993 -7.33529 -0.120
O -0.15153 2.56203 -6.23540 -0.468
N 0.71959 3.90699 -7.86542 0.291
C 0.34848 4.76063 -9.00120 -0.910
C 1.98546 4.07054 -7.15164 -0.510
H -1.04304 2.90777 -8.00612 0.341
H -0.55268 4.32191 -9.42963 0.293
H 1.07768 4.53023 -9.77791 0.385
H 0.27173 5.84141 -8.88239 0.293
H 2.19577 5.13959 -7.12004 0.434
H 2.08228 3.70220 -6.13034 -0.262
H 2.85779 3.54659 -7.54231 0.219
C 2.26308 4.02922 0.86687 -0.337
O 2.17025 2.86975 1.35044 0.044
N 3.35354 4.37332 0.18133 0.320
C 3.44369 5.68096 -0.42258 -0.554
C 4.54861 3.43574 0.00582 -0.345
H 1.46825 4.78679 0.94769 0.217
H 2.56794 6.31897 -0.30377 0.018
H 3.57739 5.63775 -1.50348 0.075
H 4.16906 6.35755 0.02927 0.444
H 5.36504 3.85111 0.59658 0.435
H 4.44123 2.50770 0.56735 -0.447
H 4.78317 3.21739 -1.03601 0.247
C 0.03855 -4.40437 -8.66292 0.170
O -0.24761 -5.32149 -9.37123 -0.555
N 0.14957 -4.66172 -7.27786 0.116
C 0.35565 -3.41896 -6.43580 -0.304
C 0.19783 -6.01712 -6.66693 -0.945
H 0.19423 -3.35701 -8.96457 0.318
H -0.47701 -3.34484 -5.73631 0.209
H 0.32733 -2.48202 -6.99208 -0.159
H 1.29295 -3.49343 -5.88442 0.254
H -0.65006 -6.00694 -5.98205 0.328
H -0.02116 -6.86427 -7.31692 0.349
H 1.00809 -6.20370 -5.96211 0.294
C 8.41011 0.56822 -0.62291 -0.018
O 8.34536 1.73129 -0.25885 -0.584
N 7.44863 -0.13882 -1.19868 0.384
C 7.77216 -1.38264 -2.00426 -0.722
C 6.07090 0.34432 -1.27985 0.021
H 9.36407 0.01882 -0.64086 0.305
H 7.00637 -2.11040 -1.73587 0.133
H 8.71640 -1.82175 -1.68225 0.334
H 7.63422 -1.12409 -3.05413 0.290
H 5.89750 0.61122 -2.32235 0.813
H 5.40515 -0.49898 -1.09623 -0.563
H 5.79778 1.19728 -0.65859 -0.445
C -5.49239 0.75612 -2.26607 -0.264
O -5.76455 -0.41131 -1.93635 -0.533
N -4.28768 1.35402 -2.09518 1.339
C -4.04444 2.75831 -2.21307 -1.030
C -3.26917 0.67008 -1.31980 -1.509
H -6.28243 1.34429 -2.75811 0.334
H -2.98650 2.99081 -2.09142 0.158
H -4.50118 3.27375 -1.36820 0.249
H -4.45850 3.25576 -3.09011 0.389
H -3.33197 -0.41422 -1.41167 0.164
H -2.33969 0.84861 -1.86044 0.291
H -3.13961 1.02586 -0.29768 0.292
C 5.51120 -3.35796 5.32240 0.040
O 5.77808 -2.14504 5.60620 -0.584
N 4.43656 -3.79364 4.61915 0.388
C 4.36972 -5.11055 4.01739 -0.875
C 3.30526 -2.98144 4.29117 -0.870
H 6.06959 -4.24363 5.66297 0.317
H 3.62589 -5.75355 4.48789 0.317
H 5.27476 -5.71385 4.08835 0.436
H 4.20054 -4.99192 2.94715 0.178
H 3.33282 -1.94085 4.61448 0.348
H 3.16340 -2.76513 3.23231 -0.138
H 2.33251 -3.33930 4.62850 0.513
C 0.16804 -4.06773 1.43280 0.426
O 1.18585 -3.39526 1.62578 -0.458
N -0.00362 -5.32275 1.82450 0.942
C 0.96080 -5.94755 2.75669 -0.956
C -1.14812 -6.09215 1.47142 -1.207
H -0.63014 -3.79682 0.72448 -0.297
H 1.74699 -5.25907 3.06651 -0.009
H 1.49188 -6.71628 2.19534 0.323
H 0.42384 -6.42595 3.57578 0.374
H -0.97903 -7.08544 1.05564 0.374
H -1.65301 -6.34139 2.40473 0.196
H -1.66227 -5.57814 0.65929 0.435
C -5.51189 1.27792 5.92776 0.005
O -6.14963 2.02575 5.23622 -0.492
N -4.86403 0.15738 5.49367 0.386
C -4.89719 -0.32182 4.12142 -1.055
C -4.25783 -0.79033 6.45386 -1.088
H -5.32779 1.40252 7.00608 0.328
H -5.29127 0.41782 3.42448 -0.119
H -5.51130 -1.21724 4.02553 0.539
H -3.91165 -0.53651 3.70824 0.235
H -4.82276 -1.71467 6.33324 0.407
H -3.20804 -0.88115 6.17493 0.281
H -4.32855 -0.50318 7.50298 0.313
C -3.11209 -1.99213 -3.81977 -0.314
O -2.24041 -2.58083 -3.24619 -0.469
N -2.84680 -1.12153 -4.79009 0.361
C -1.45146 -0.77195 -5.20524 -1.059
C -3.93272 -0.33356 -5.35469 -0.897
H -4.16080 -2.09475 -3.50059 0.421
H -1.38017 0.30903 -5.08486 0.776
H -1.36403 -1.07189 -6.24951 0.194
H -0.60298 -1.02038 -4.56770 -0.047
H -4.07539 0.45810 -4.61914 0.171
H -3.61164 -0.00070 -6.34171 0.357
H -4.83968 -0.87872 -5.61605 0.328
C -5.96008 -5.79379 0.93932 0.217
O -6.70665 -6.73495 1.05877 -0.592
N -5.55140 -5.05418 2.02184 0.159
C -4.72266 -3.92860 1.91731 -0.266
C -6.01449 -5.21573 3.37906 -0.918
H -5.53596 -5.47356 -0.02493 0.300
H -5.06069 -3.07291 2.50179 -0.220
H -4.48154 -3.69725 0.87979 0.251
H -3.76831 -4.25195 2.33295 0.215
H -5.24398 -5.58709 4.05471 0.229
H -6.37859 -4.23590 3.68804 0.323
H -6.86387 -5.89660 3.32371 0.369
C 1.56957 3.17918 6.41670 -0.028
O 1.68461 2.26302 7.20294 -0.536
N 1.59875 3.08243 5.07825 0.325
C 1.38165 4.24982 4.27115 -0.733
C 1.96793 1.84291 4.39889 -0.334
H 1.44181 4.22933 6.72176 0.358
H 2.35804 4.63505 3.97726 0.453
H 0.88815 5.04035 4.83649 0.442
H 0.90552 4.12838 3.29818 -0.237
H 3.04270 1.86483 4.21862 0.726
H 1.72928 1.01467 5.06611 -0.242
H 1.36180 1.61721 3.52153 -0.252
C 4.55261 -2.22831 0.83710 -0.459
O 5.64182 -2.76953 0.74197 -0.695
N 4.27700 -1.10813 1.57243 1.427
C 2.93422 -0.49979 1.41233 -0.174
C 5.31798 -0.34734 2.25472 -1.029
H 3.64720 -2.66793 0.39081 0.596
H 2.15683 -1.18574 1.07583 0.145
H 3.02587 0.37251 0.76519 -0.270
H 2.62021 -0.00236 2.32997 -0.315
H 5.90058 0.17912 1.49872 0.083
H 4.82795 0.20771 3.05465 0.192
H 6.01706 -1.05222 2.70475 0.349
C -0.98611 -0.01493 1.14028 1.080
O -1.61191 -0.95577 1.69504 -1.054
N -0.36627 -0.15627 -0.02265 1.196
C 0.41223 0.88050 -0.61974 -0.291
C -0.20754 -1.41811 -0.70927 -0.160
H -0.65045 0.94222 1.56854 -0.261
H 0.12226 1.82515 -0.15969 -0.192
H 0.30952 0.89840 -1.70475 -0.063
H 1.45203 0.62268 -0.41866 0.289
H -0.19691 -1.23541 -1.78380 -0.401
H 0.70489 -1.89098 -0.34601 -0.011
H -1.09950 -2.01795 -0.52842 0.031
C -1.69034 4.86157 0.80652 0.250
O -2.02701 3.73818 0.38096 -0.400
N -1.32542 5.87599 0.03964 0.200
C -1.01141 7.14589 0.54694 -0.955
C -1.14269 5.71082 -1.41760 -0.415
H -1.77644 5.08525 1.88111 0.022
H -1.71830 7.93157 0.28026 0.334
H 0.02287 7.46124 0.40943 0.279
H -1.13713 7.14858 1.62966 0.315
H -0.11176 5.98662 -1.63950 0.162
H -1.33400 4.64495 -1.54172 -0.211
H -1.93951 6.32227 -1.84104 0.395
C 3.88700 4.13697 -3.52549 -0.054
O 4.63094 5.05650 -3.89004 -0.718
N 2.57662 4.17374 -3.36333 1.188
C 1.79368 2.99110 -2.85348 -0.364
C 1.86640 5.41236 -3.73680 -1.123
H 4.24077 3.12411 -3.27821 0.248
H 0.81528 3.08853 -3.32395 0.242
H 1.67935 3.00630 -1.76959 0.004
H 2.17217 1.99155 -3.06732 -0.244
H 0.81313 5.21692 -3.93810 0.396
H 1.96732 6.08092 -2.88185 0.192
H 2.25834 5.74850 -4.69674 0.311
C -2.97933 4.08996 4.97575 -0.109
O -3.57530 4.61060 3.99632 -0.538
N -2.27467 2.93704 4.90535 0.639
C -1.90524 2.22204 6.16536 -0.337
C -2.29071 2.16493 3.69888 1.384
H -2.95649 4.53303 5.98341 0.298
H -0.94455 1.71018 6.10895 -0.111
H -2.63045 1.42142 6.31094 -0.214
H -1.86684 2.97071 6.95663 0.562
H -1.33972 1.63800 3.62097 -0.390
H -3.06769 1.40650 3.79469 -0.339
H -2.52515 2.66903 2.76132 -0.703
C 1.13844 -5.71361 -1.35524 -0.444
C 0.58953 -4.91096 -2.30640 -1.039
C 1.34177 -3.94824 -2.97445 0.395
C 2.73596 -3.81627 -2.61849 -0.318
C 3.27089 -4.63657 -1.60040 -0.319
C 2.51928 -5.59115 -0.96701 -0.623
N 3.55326 -2.77064 -3.26382 0.968
O 4.58115 -2.41140 -2.74173 -0.517
O 3.15802 -2.35083 -4.32103 -0.609
H 0.48510 -6.46222 -0.93199 0.503
H -0.45423 -5.00426 -2.56769 0.589
H 0.94133 -3.32195 -3.75790 0.434
H 4.26582 -4.50109 -1.20270 0.370
H 3.00460 -6.20423 -0.22204 0.517
C 0.61778 -1.48922 6.82896 -0.696
C -0.01283 -1.50760 5.61880 0.078
C -0.92217 -2.46200 5.30284 0.462
C -1.22437 -3.44856 6.22436 -0.260
C -0.59803 -3.47101 7.49476 -0.940
C 0.31283 -2.39273 7.78591 -0.624
N -2.21870 -4.48699 5.84842 1.025
O -2.93728 -4.94294 6.71238 -0.618
O -2.28378 -4.71038 4.70247 -0.466
H 1.30489 -0.69762 7.08905 0.500
H 0.26225 -0.80556 4.84558 0.157
H -1.25374 -2.45555 4.27502 0.336
H -0.69688 -4.15197 8.32717 0.481
H 0.70819 -2.30953 8.78749 0.458
C -5.98074 1.90811 1.06644 0.157
C -5.62575 2.71466 2.16216 0.254
C -6.56960 3.50044 2.78058 -0.770
C -7.91461 3.32290 2.37687 -0.104
C -8.25069 2.46503 1.36613 -0.285
C -7.31117 1.72599 0.74091 -1.332
N -8.99448 4.08622 3.06082 0.887
O -8.78781 5.26378 3.47994 -0.529
O -10.17985 3.70787 2.94813 -0.572
H -5.33377 1.20376 0.56473 0.539
H -4.60494 2.92647 2.44412 0.394
H -6.27253 4.08364 3.63966 0.471
H -9.27864 2.35648 1.05320 0.452
H -7.68858 1.16142 -0.09886 0.468
```

Largest force on an atom (eV Å⁻¹): 4.3
2S+1: 1
HOMO level (eV): -8.912
LUMO (eV): -0.83